Entry 1:
Computed, not measured: a molecular structure, C4H6O7Y, with the ωB97M-V functional and the def2-TZVPD basis.

LUMO energy (spin up / spin down)	-5.2 / -5.7	eV
ΔE to the lowest compared entry with this formula, charge and spin	8.02	kcal/mol
frontier orbital gap (spin up / spin down)	6.7 / 6.8	eV

Geometry as ORCA input:
```
! RIJCOSX wB97M-V def2-TZVPD def2/J DEFGRID3
* xyz 1 1
O -1.0180 -1.9135 3.6183
C -1.2193 -1.4844 2.4446
O -1.2032 -2.3329 1.4849
O -1.4334 -0.2181 2.2620
O -0.2036 1.1668 -0.9045
C -0.1219 0.6054 0.3403
C -1.5124 0.3117 0.9153
Y -0.8805 -4.1141 3.0395
H 0.4047 1.2637 1.0704
H 0.4498 -0.3536 0.3404
H -2.0589 -0.3952 0.2789
H -2.1027 1.2296 1.0152
C 1.7486 1.0893 -2.4369
O 2.7011 1.5049 -1.7748
O 1.7128 -0.1912 -2.8491
H 2.1025 -0.7678 -2.1557
O 1.2671 1.8346 -3.4620
H 1.3674 2.7646 -3.2269
*
```

Atomic partial charges in e from the Löwdin method, atoms 1 to 6: -0.1395, -0.7637, -0.1468, 0.0839, 0.0819, -0.2403



Entry 2:
Computed, not measured: 2 unconnected molecules or ions with the total composition C4H11N3O2, with the ωB97M-V functional and the def2-TZVPD basis.

SMILES string	[H]/N=C(\N)NC.CC(=O)O
LUMO energy	0.3	eV
ΔE to the lowest compared entry with this formula, charge and spin	79.29	kcal/mol
frontier orbital gap	9.2	eV

Geometry as ORCA input:
```
! RIJCOSX wB97M-V def2-TZVPD def2/J DEFGRID3
* xyz 0 1
H 3.3363 -2.0298 0.7161
N 2.6252 -2.2988 0.2244
C 1.8348 -1.5272 -0.4654
N 1.6599 -0.1304 -0.3830
N 1.0627 -2.3443 -1.4089
C -0.3697 -2.6046 -1.0097
H 1.8111 0.2245 0.5476
H 0.6554 0.0258 -0.7238
H 1.5546 -3.3514 -1.5332
H -0.8672 -3.2023 -1.7679
H -0.9177 -1.6189 -1.2646
H -0.8011 -2.7825 -0.0642
C -1.3863 2.8521 1.7519
C -1.3759 3.0158 0.3054
O -1.4736 3.9580 -0.3418
O -1.1033 1.7599 -0.3077
H -0.4592 2.6721 2.2503
H -2.1290 2.1190 2.1575
H -1.6885 3.8899 2.1066
H -1.9686 1.3732 -0.7896
*
```

Atomic partial charges in e from the Löwdin method, atoms 1 to 6: -0.0551, 0.1199, -0.5085, 0.1152, -0.0702, -0.1341



Entry 3:
Computed, not measured: a molecular structure, C9H27NaO12P2S, with the ωB97M-V functional and the def2-TZVPD basis.

LUMO energy	-1.8	eV
ΔE to the lowest compared entry with this formula, charge and spin	145.65	kcal/mol
frontier orbital gap	3.3	eV

Geometry as ORCA input:
```
! RIJCOSX wB97M-V def2-TZVPD def2/J DEFGRID3
* xyz 0 1
Na -1.4365 2.8919 -1.5421
O -4.5550 3.5270 -4.5431
H -5.4501 3.6290 -4.9211
O -5.2221 -2.9528 3.8578
S -4.3513 -3.3152 2.7341
O -3.5905 -2.2136 2.1540
O -3.2557 -4.5670 3.2544
C -3.8897 -5.6827 3.8198
C -3.1985 -6.9206 3.4501
C -5.1734 -4.2260 1.4107
H -4.8299 -5.8525 3.2951
H -3.9538 -5.5139 4.8948
H -3.4023 -7.5746 4.2979
H -2.1092 -6.9119 3.4898
H -3.6091 -7.3318 2.5280
H -4.5036 -5.0442 1.1463
H -5.3060 -3.4937 0.6142
H -6.0744 -4.4494 1.9820
C 4.3447 -0.9814 -5.6259
O 3.2166 -1.8731 -5.9113
P 2.1937 -2.2600 -4.7050
O 1.5448 -1.1655 -3.9035
O 2.9866 -3.2897 -3.7460
C 2.2454 -4.0301 -2.7443
O 1.1289 -3.3924 -5.3597
C -0.2224 -2.9852 -5.1942
H 4.4913 -0.3016 -6.4652
H 5.3188 -1.4528 -5.4955
H 4.1764 -0.2903 -4.7999
H 2.6617 -5.0087 -2.5050
H 1.1688 -4.1513 -2.8644
H 2.1041 -3.3419 -1.9110
H -0.3976 -1.9350 -5.4276
H -0.6232 -3.3941 -4.2667
H -0.7098 -3.5207 -6.0089
C 3.8679 5.3289 4.1621
O 2.6973 6.1339 4.0725
P 2.0169 6.4785 2.5525
O 1.8545 5.3517 1.5986
O 0.5665 7.0731 2.9067
C -0.6995 6.3537 2.8671
O 2.8437 7.7835 2.0963
C 3.7624 7.6597 1.0598
H 4.2213 4.8110 3.2704
H 3.6064 4.6228 4.9501
H 4.7037 5.9615 4.4613
H -1.4092 6.7101 3.6137
H -0.6930 5.2671 2.9531
H -1.2267 6.7481 1.9984
H 4.2562 6.6954 0.9403
H 4.6177 8.2821 1.3228
H 3.2959 8.1148 0.1861
*
```

Atomic partial charges in e from the Löwdin method, atoms 1 to 6: 0.8582, -0.6821, -0.1930, -0.2996, 0.7070, -0.3096



Entry 4:
Computed, not measured: a molecular structure, C44H108AlN7O23, with the ωB97M-V functional and the def2-TZVPD basis.

LUMO energy	-7.8	eV
frontier orbital gap	2.0	eV

Geometry as ORCA input:
```
! RIJCOSX wB97M-V def2-TZVPD def2/J DEFGRID3
* xyz 2 1
Al 0.3730 -0.7546 0.0380
C -4.5606 -2.9213 -2.3817
C -5.0011 -1.9898 -1.2145
C -6.4772 -1.7711 -1.1192
O -6.6862 -0.7022 -0.1796
C -8.0255 -0.2342 -0.0729
N -4.4578 -2.5254 0.1290
H -3.4478 -2.5232 0.1255
H -4.7172 -1.9806 0.9390
H -4.6927 -3.4897 0.3161
H -5.1450 -3.8374 -2.4675
H -3.4920 -3.1103 -2.2789
H -4.8949 -2.3966 -3.2767
H -4.4608 -1.0432 -1.2093
H -6.8802 -2.6927 -0.6991
H -6.7517 -1.5277 -2.1456
H -8.6724 -1.0990 0.0744
H -8.4353 0.4482 -0.8175
H -8.1024 0.4541 0.7688
C -2.8828 -4.6990 4.9606
C -3.2736 -3.8119 3.8558
C -4.6798 -3.1965 4.0977
O -5.0923 -2.4188 2.9891
C -6.3700 -1.8732 3.3417
N -2.1366 -2.7882 3.7840
H -1.1721 -3.0878 3.7969
H -2.2241 -2.1842 2.9793
H -2.2695 -2.1156 4.5256
H -2.7404 -4.2944 5.9626
H -1.9091 -5.1286 4.7255
H -3.6082 -5.5118 4.9950
H -3.2158 -4.4054 2.9434
H -4.5304 -2.5593 4.9693
H -5.3161 -4.0182 4.4264
H -6.2532 -1.0020 3.9862
H -7.0147 -2.5372 3.9175
H -6.9483 -1.4870 2.5023
C -2.3215 5.7786 0.8946
C -0.9511 5.0507 0.4839
C 0.2485 5.7342 0.9177
O 1.3791 5.1267 0.4378
C 2.5809 5.7934 0.8119
N -1.1302 3.6856 1.1265
H -1.2166 3.7060 2.1326
H -1.8413 3.1027 0.7086
H -0.2751 3.1498 1.0862
H -3.2736 5.2920 0.6827
H -2.3946 6.7871 0.4876
H -2.4166 5.9324 1.9695
H -0.9302 4.8647 -0.5899
H 0.3575 5.7501 2.0021
H 0.2910 6.8042 0.7141
H 2.6328 6.7283 0.2538
H 3.4913 5.3693 0.3882
H 2.7168 5.8635 1.8912
C 1.8333 0.3017 6.0715
C 0.3698 -0.0734 6.2820
C -0.0936 0.4279 7.6554
O 0.0336 -0.4143 8.7680
C -0.5666 0.0246 9.9683
N -0.5125 0.5964 5.1447
H -1.4491 0.2495 5.2951
H -0.4178 1.6019 5.1475
H -0.2997 0.3040 4.2016
H 2.1757 1.2806 5.7360
H 2.2573 -0.2111 5.2082
H 2.4225 0.0043 6.9390
H 0.2419 -1.1473 6.1458
H -1.1664 0.6192 7.6811
H 0.3710 1.3591 7.9795
H -0.3793 -0.6885 10.7711
H -1.6385 0.1768 9.8427
H -0.0222 0.9270 10.2465
C -0.9988 2.2371 -5.3231
C -1.3991 3.0092 -3.9643
C -2.1853 4.4092 -4.0922
O -2.4913 4.8004 -2.7706
C -3.2622 5.9971 -2.7517
N -2.2632 2.0562 -3.0838
H -3.2266 2.1585 -3.3690
H -2.0203 1.0818 -2.9754
H -2.2923 2.3467 -2.1170
H -0.3395 2.8797 -5.9065
H -1.8070 2.1534 -6.0497
H -0.5496 1.2537 -5.1840
H -0.4662 3.1946 -3.4320
H -3.0684 4.1850 -4.6905
H -1.6110 5.2325 -4.5169
H -3.3315 6.5170 -1.7962
H -4.2968 5.6549 -2.7270
H -2.9509 6.7246 -3.5013
C 2.3711 -4.3908 -3.5757
C 3.4565 -3.5587 -4.2868
C 3.5245 -3.5667 -5.7731
O 2.3639 -2.9249 -6.3297
C 2.4352 -2.5475 -7.7118
N 3.3784 -2.1006 -3.7445
H 3.5322 -2.0778 -2.7465
H 4.0164 -1.4921 -4.2372
H 2.4278 -1.7727 -3.8389
H 1.2987 -4.1970 -3.5547
H 2.5241 -4.3759 -2.4966
H 2.5986 -5.4228 -3.8427
H 4.4759 -3.8146 -3.9979
H 3.5319 -4.6210 -6.0495
H 4.4765 -3.1624 -6.1171
H 2.2376 -3.3975 -8.3649
H 3.3924 -2.1278 -8.0213
H 1.6395 -1.8287 -7.9074
C 5.7708 0.6605 -2.6035
C 6.0782 1.0300 -1.1600
C 5.7172 2.5228 -0.7775
O 6.4648 2.8594 0.3773
C 6.4701 4.2776 0.7186
N 5.2505 0.1907 -0.1334
H 5.2794 -0.8032 -0.3107
H 5.5175 0.4744 0.7984
H 4.2920 0.4965 -0.2229
H 5.9529 -0.3926 -2.8180
H 6.4191 1.1831 -3.3067
H 4.7219 0.8037 -2.8631
H 7.1146 0.7006 -1.0852
H 4.6415 2.6768 -0.6924
H 6.0268 3.2055 -1.5688
H 5.9856 4.2762 1.6950
H 6.0014 4.9044 -0.0401
H 7.4997 4.6305 0.7792
C 3.9844 -4.2950 0.3068
C 4.1055 -2.9377 -0.3877
O 5.0982 -2.6823 -1.1106
O 3.2196 -2.0248 -0.2912
H 3.2125 -4.2932 1.0764
H 4.9217 -4.6775 0.7107
H 3.8688 -5.0196 -0.4992
C -3.9151 0.8062 1.9013
C -2.6819 0.3076 1.2267
O -2.1657 -0.6935 1.6988
O -2.2041 1.0003 0.3358
H -4.0724 0.4623 2.9236
H -4.8601 0.5379 1.4290
H -3.8879 1.8841 2.0614
C -1.3960 -2.4354 -4.3279
C -0.7048 -1.6064 -3.2668
O 0.5143 -1.6955 -3.0232
O -1.4145 -0.8861 -2.5234
H -2.2320 -2.0365 -4.9024
H -1.7040 -3.3725 -3.8642
H -0.7044 -2.6090 -5.1524
C 2.8507 2.5628 2.9654
C 2.0674 1.4478 2.2630
O 2.6534 0.4009 1.9047
O 0.8367 1.4841 2.1389
H 2.3197 3.1822 3.6883
H 3.3039 3.1160 2.1428
H 3.6997 2.1962 3.5423
C -1.1356 -5.3842 -1.0114
C -0.7308 -4.0742 -0.3713
O 0.4679 -3.8045 -0.1518
O -1.6459 -3.2174 -0.0213
H -1.1177 -5.3471 -2.1006
H -2.1179 -5.6117 -0.5975
H -0.5655 -6.2416 -0.6538
C 2.1193 0.5570 -5.3763
C 3.3606 0.3622 -6.1690
O 4.3968 0.0998 -5.5548
O 3.2872 0.6319 -7.3712
H 1.3134 -0.1423 -5.5991
H 1.6894 1.5416 -5.5604
H 2.2654 0.7111 -4.3072
C 2.1173 3.3184 -2.2834
C 1.7171 2.0394 -1.6117
O 2.6170 1.2405 -1.2716
O 0.5093 1.9286 -1.3642
H 1.8496 4.2072 -1.7120
H 1.7483 3.3949 -3.3062
H 3.2013 3.3694 -2.3857
C 2.9008 -2.6773 3.8700
C 1.3688 -2.7075 3.8702
O 0.7391 -1.8856 3.1594
O 0.8596 -3.6690 4.4836
H 3.3388 -1.7592 3.4785
H 3.2975 -3.5286 3.3168
H 3.1687 -2.7259 4.9254
*
```

Atomic partial charges in e from the Löwdin method, atoms 1 to 6: 1.4358, -0.0012, -0.2781, -0.1688, -0.2082, -0.0942



Entry 5:
Computed, not measured: a molecular structure, C24H27F4N5SZr, with the ωB97M-V functional and the def2-TZVPD basis.

LUMO energy	-6.5	eV
ΔE to the lowest compared entry with this formula, charge and spin	3.99	kcal/mol
frontier orbital gap	7.5	eV

Geometry as ORCA input:
```
! RIJCOSX wB97M-V def2-TZVPD def2/J DEFGRID3
* xyz 2 1
Zr 0.4945 0.2421 0.0241
C -0.9492 3.4380 -2.6984
C -0.2109 2.5680 -1.6958
N -1.0317 1.8836 -0.6576
C -2.2318 1.1568 -1.1969
C -3.5491 1.9139 -1.2768
C -1.3539 2.7691 0.5029
C -1.2677 1.9487 1.7837
N 0.0367 1.2831 1.7377
C 1.1128 1.7476 2.4960
C 2.3264 1.9292 1.8444
F 2.2841 1.7399 0.4602
C 3.4945 2.3090 2.4610
F 4.6010 2.4546 1.7450
C 3.4737 2.5544 3.8210
C 2.2779 2.4032 4.5002
F 2.2306 2.6244 5.8034
C 1.1118 1.9971 3.8631
F -0.0060 1.8170 4.5648
H -0.2260 3.9147 -3.3589
H -1.6381 2.8629 -3.3155
H -1.5057 4.2267 -2.1917
H 0.3477 1.7918 -2.2489
H 0.5327 3.1636 -1.1638
H -1.9514 0.7963 -2.1854
H -2.3867 0.2670 -0.5720
H -3.4687 2.8358 -1.8489
H -4.2724 1.2709 -1.7789
H -3.9619 2.1439 -0.2961
H -0.5940 3.5497 0.5417
H -2.3204 3.2515 0.3725
H -1.3751 2.5922 2.6559
H -2.0641 1.2014 1.8362
H 4.3698 2.8600 4.3428
C -0.8598 -1.7759 -3.9308
C -1.5500 -2.8882 -3.4594
C -1.5313 -3.1790 -2.1087
C -0.8252 -2.3567 -1.2344
N -0.2297 -1.2325 -1.6907
C -0.2296 -0.9727 -3.0096
C -0.6770 -2.6274 0.2141
C -1.0184 -3.8640 0.7560
C -0.8032 -4.1087 2.1044
C -0.2705 -3.1168 2.9178
C 0.0445 -1.8750 2.3791
C -0.1270 -1.6129 1.0170
H -0.8275 -1.5291 -4.9822
H -2.0944 -3.5253 -4.1441
H -2.0627 -4.0398 -1.7322
H 0.3013 -0.0829 -3.3280
H -1.4362 -4.6516 0.1431
H -1.0616 -5.0723 2.5230
H -0.1182 -3.3066 3.9722
H 0.4277 -1.1026 3.0362
N 3.1755 -2.8059 -2.1606
C 2.7820 -2.4375 -0.9507
N 2.4306 -3.3420 -0.0595
S 2.8368 -0.7500 -0.5341
H 3.3023 -3.7749 -2.4131
H 3.5217 -2.1050 -2.7950
H 2.4749 -4.3329 -0.2444
H 2.0956 -3.0400 0.8437
*
```

Atomic partial charges in e from the Löwdin method, atoms 1 to 6: 1.5989, -0.0455, -0.2450, -0.2828, -0.2258, -0.0535



Calculated largest force on an atom (eV/A), listed in the same order as above: 6.58; 7.40; 3.77; 4.49; 0.48